Record 1
{"formula": "C14H22N4O13P", "method": "ωB97M-V with the def2-TZVPD basis set", "symbols": ["P", "O", "O", "O", "O", "O", "O", "O", "O", "O", "O", "O", "O", "O", "N", "N", "N", "N", "C", "C", "C", "C", "C", "C", "C", "C", "C", "C", "C", "C", "C", "C", "H", "H", "H", "H", "H", "H", "H", "H", "H", "H", "H", "H", "H", "H", "H", "H", "H", "H", "H", "H", "H", "H"], "positions_angstrom": [[3.70819, 1.88473, 0.74021], [-0.09196, 1.12178, 5.46631], [0.72083, 3.68218, 1.46672], [-0.43663, 1.78689, 1.24377], [-0.10422, -3.41471, -5.74873], [-3.60994, -1.17659, 0.13200], [0.53613, -1.47772, -6.61327], [-0.82886, 3.45995, -0.14989], [-4.36183, -0.77396, -1.93880], [-1.59638, -1.74667, -5.95679], [4.20944, 1.45072, -0.57209], [-2.53288, -1.99713, -1.67481], [-2.10012, 1.93191, 5.93635], [-1.40836, 0.02299, 6.91711], [2.23111, -1.24612, 4.58000], [3.66268, -1.52499, 2.70879], [2.74241, 0.44839, 2.93165], [4.05887, -0.75651, 1.67314], [-0.31083, 2.17676, 4.51590], [-1.62569, 1.40143, 0.51173], [-3.50872, -1.30867, -1.04783], [-1.55822, 2.33651, -0.68553], [1.74276, -2.22990, -6.42360], [-1.22855, 0.93846, 6.18658], [3.49823, 0.44686, 1.84954], [-1.43777, 2.95544, 5.17600], [-3.82701, -0.94796, -3.26243], [-2.89602, -2.12870, -3.06963], [2.82949, -0.77803, 3.46891], [-0.49281, -2.16990, -6.09188], [-0.11435, 3.04523, 0.89623], [1.20947, -3.64734, -6.28220], [-3.29413, -0.04168, -3.55286], [4.66523, -1.05990, 0.92606], [1.78445, -4.26924, -5.60383], [-2.52873, 2.65415, -1.05153], [-2.02245, -2.08954, -3.70396], [2.44751, 2.44101, 0.83877], [2.32772, -0.74618, 5.44112], [3.94948, -2.47934, 2.85001], [4.56928, 2.69550, 1.48270], [-0.98135, 1.91686, -1.51051], [-4.62838, -1.13025, -3.96962], [-3.39905, -3.08531, -3.20587], [1.11027, -4.15521, -7.24113], [2.23466, -1.87577, -5.51676], [-2.12963, 3.40656, 4.47182], [-1.59215, 0.35115, 0.24441], [-0.59955, 1.73621, 3.56307], [2.40726, -2.09135, -7.27001], [0.59681, 2.75581, 4.37624], [-1.07469, 3.72164, 5.86103], [1.57187, -1.99826, 4.54160], [-2.49288, 1.57781, 1.14583]], "forces_ev_per_a": [[0.44, -0.15, -0.58], [0.27, -0.01, -0.14], [0.15, 0.12, -0.03], [-0.23, -0.41, -0.18], [0.08, -0.16, 0.06], [0.27, 0.05, 0.12], [0.15, 0.11, -0.03], [-0.17, 0.05, -0.22], [-0.10, 0.15, -0.16], [-0.10, 0.09, 0.14], [0.08, -0.23, -0.18], [0.05, -0.02, -0.12], [-0.12, 0.18, -0.02], [-0.03, -0.14, 0.11], [0.49, -0.22, -0.16], [-0.43, 0.16, 0.01], [-0.10, 0.13, 0.57], [-0.07, 0.42, -0.11], [-0.11, 0.10, 0.09], [0.00, 0.09, -0.15], [-0.21, -0.05, -0.17], [0.00, -0.14, 0.11], [-0.02, -0.14, 0.04], [0.07, 0.09, -0.15], [0.02, -0.43, 0.53], [0.12, -0.08, -0.03], [0.11, -0.09, -0.02], [-0.10, 0.01, 0.05], [0.14, 0.12, -0.35], [0.07, -0.07, -0.19], [0.00, 0.01, 0.13], [0.05, 0.11, -0.06], [0.02, 0.01, 0.03], [0.04, -0.18, -0.11], [-0.09, 0.01, 0.12], [0.00, 0.17, 0.09], [0.16, 0.02, 0.11], [-0.32, 0.27, 0.17], [-0.44, 0.46, 0.13], [0.15, -0.16, -0.09], [-0.06, 0.12, 0.27], [0.04, 0.00, 0.01], [-0.11, -0.04, 0.08], [-0.04, -0.01, 0.04], [-0.02, 0.02, -0.03], [-0.01, -0.01, 0.02], [-0.13, -0.10, 0.02], [0.15, -0.05, 0.13], [-0.03, 0.00, 0.06], [-0.10, 0.06, -0.10], [0.07, -0.05, 0.09], [0.03, -0.02, 0.03], [-0.05, -0.25, 0.03], [-0.03, 0.03, -0.01]], "mulliken_charge": [0.479, -0.305, -0.551, -0.190, -0.325, -0.556, -0.319, -0.355, -0.344, -0.547, -0.634, -0.342, -0.339, -0.527, -0.336, -0.037, -0.225, -0.040, 0.010, -0.178, 0.726, -0.326, -0.287, 0.579, 0.299, -0.401, -0.277, 0.113, 0.289, 0.702, 0.589, -0.290, 0.234, 0.260, 0.279, 0.318, -0.134, 0.055, 0.220, 0.228, 0.164, 0.268, 0.318, 0.279, 0.279, 0.239, 0.316, 0.235, 0.005, 0.287, 0.364, 0.260, 0.230, 0.242], "e_tot_ha": -2084.9769, "homo_energy_ev": -12.998, "total_charge": 1}

=====

Record 2
{"formula": "C14H22NO2", "method": "ωB97M-V with the def2-TZVPD basis set", "symbols": ["O", "O", "N", "C", "C", "C", "C", "C", "C", "C", "C", "C", "C", "C", "C", "C", "C", "H", "H", "H", "H", "H", "H", "H", "H", "H", "H", "H", "H", "H", "H", "H", "H", "H", "H", "H", "H", "H", "H"], "positions_angstrom": [[-3.06483, -0.35699, 2.03060], [3.08786, 0.38222, 1.37594], [-2.33575, 0.03038, 4.47196], [-1.40084, 0.94340, 5.27361], [0.98604, -0.82069, 1.65438], [-3.75994, -0.06951, 5.03073], [1.73052, 0.36560, 1.45895], [1.07929, 1.60291, 1.63734], [-1.56937, 0.85706, 6.78970], [-2.34929, 0.49221, 2.98780], [-4.48442, -0.16160, 1.75920], [-3.83023, -0.15402, 6.54583], [3.80841, -0.85436, 1.46476], [-0.25555, 1.64017, 2.02742], [-0.93217, 0.47336, 2.36053], [-3.00097, 0.86159, 7.32413], [-0.35086, -0.74868, 1.99606], [-2.98043, 0.55432, 8.38396], [-0.77942, 2.59166, 2.09018], [4.85622, -0.55960, 1.46330], [-1.91243, -0.91620, 4.41242], [-2.87512, 1.45980, 3.01725], [-4.98281, -1.13527, 1.70407], [3.58461, -1.41950, 2.38324], [-1.56415, 1.97374, 4.94185], [-0.94076, -1.65354, 1.98000], [-4.30894, 0.80733, 4.67397], [-3.44304, 1.86893, 7.27829], [-4.18823, -0.97612, 4.59000], [-4.99075, 0.37318, 2.58012], [-1.01078, 1.66631, 7.27113], [-4.73092, 0.34590, 0.80999], [-3.52242, -1.15364, 6.85849], [3.57674, -1.48923, 0.59680], [1.63372, 2.52202, 1.48213], [-4.87473, -0.07207, 6.85651], [1.47646, -1.78382, 1.56573], [-0.37175, 0.66524, 5.01574], [-1.08093, -0.05156, 7.14855]], "forces_ev_per_a": [[-0.42, 0.44, 1.67], [-0.53, -0.03, -0.24], [-0.04, -0.52, -0.52], [0.07, 0.20, 0.16], [0.58, 0.56, -0.55], [0.25, 0.04, -0.08], [0.01, -0.28, 1.74], [0.01, -0.33, -0.58], [0.05, -0.36, 0.51], [-0.36, -0.34, -3.09], [-0.48, 0.06, 0.76], [0.00, -0.32, 0.50], [-0.28, -0.01, -0.27], [0.26, 0.14, 0.42], [-0.80, 0.01, 0.14], [0.06, 0.09, -0.27], [-0.10, 0.20, 0.69], [-0.06, 0.27, -0.44], [0.26, -0.02, 0.25], [-0.11, -0.15, -0.07], [-0.30, 0.53, 0.41], [0.59, -0.06, 0.06], [0.44, -0.03, 0.06], [-0.04, 0.35, -0.16], [-0.18, -0.24, -0.20], [-0.02, -0.14, 0.38], [0.24, -0.07, -0.06], [0.10, -0.26, -0.07], [0.02, 0.34, -0.06], [0.30, 0.00, -0.33], [0.06, 0.01, -0.41], [0.84, 0.01, 0.36], [0.08, -0.10, -0.03], [0.20, 0.15, 0.19], [-0.05, -0.12, -0.07], [-0.03, -0.04, -0.29], [-0.23, 0.09, -0.24], [-0.37, 0.09, -0.19], [-0.01, -0.15, -0.09]], "mulliken_charge": [-0.339, -0.404, 0.120, -0.522, -0.365, -0.563, 0.788, -0.651, -0.858, -0.614, -0.711, -0.861, -0.795, -0.251, -0.177, -0.621, -0.777, 0.320, 0.416, 0.239, 0.553, 0.790, 0.293, 0.341, 0.428, 0.483, 0.385, 0.350, 0.399, 0.265, 0.376, 0.288, 0.393, 0.340, 0.441, 0.364, 0.411, 0.353, 0.375], "e_tot_ha": -751.6164, "homo_energy_ev": -11.438, "de_lowest_kj_mol": 193.3, "total_charge": 1}